{"formula": "C46H108BrN7O7", "method": "wB97M-V/def2-TZVPD", "elements": ["H", "C", "H", "C", "C", "C", "H", "O", "H", "C", "H", "O", "H", "C", "C", "H", "H", "C", "H", "H", "H", "H", "O", "O", "H", "H", "H", "H", "H", "H", "H", "H", "H", "C", "N", "C", "N", "C", "H", "C", "C", "H", "C", "H", "H", "C", "H", "H", "H", "H", "H", "H", "H", "C", "H", "H", "H", "O", "C", "C", "H", "H", "H", "H", "H", "H", "O", "C", "H", "H", "H", "N", "C", "H", "H", "H", "H", "H", "H", "H", "H", "H", "H", "H", "C", "C", "C", "C", "C", "C", "H", "H", "H", "N", "H", "H", "C", "H", "C", "C", "H", "H", "H", "H", "H", "H", "H", "C", "H", "C", "H", "C", "H", "H", "H", "H", "H", "H", "C", "H", "C", "H", "C", "H", "H", "C", "H", "C", "H", "H", "H", "H", "C", "N", "H", "N", "N", "H", "C", "H", "O", "H", "H", "H", "C", "Br", "C", "H", "H", "H", "H", "H", "H", "H", "H", "C", "H", "C", "H", "C", "H", "H", "H", "H", "H", "H", "C", "H", "C"], "coordinates": [[-0.4676, 4.2864, 3.8486], [5.3176, -11.1218, -1.2202], [4.4954, -12.1203, -3.5450], [-9.3151, 11.3588, -6.4320], [-9.4886, -1.3430, 10.3593], [-0.2170, -0.5113, -4.7847], [9.1169, 15.3959, 5.6798], [2.1480, -12.5301, -8.9303], [6.9183, -14.0183, 2.9484], [-1.4609, 1.6843, 4.5812], [-16.4130, 13.6992, -6.2386], [10.1987, 13.7506, 4.8540], [9.9846, 13.6454, 2.8435], [9.3023, 14.1368, 2.1629], [5.7820, -10.7956, -2.5732], [10.5688, 4.9328, -1.4212], [-1.1971, -3.6663, -4.2921], [-12.0031, -0.3632, 11.1061], [0.7703, -0.6035, -5.3427], [5.3323, 5.3337, -4.8125], [3.7797, -10.5472, -3.3778], [-11.6435, -5.9893, -9.9102], [-16.6102, -6.9468, -12.7901], [-11.5867, -2.4507, 9.9902], [-14.3131, 13.0248, -6.9098], [-1.0119, 1.4840, -4.2269], [-19.1008, -0.2777, -5.7995], [-7.5976, 12.1517, -5.3127], [-13.7647, 2.1535, -4.0632], [-13.9780, -4.6317, 3.0710], [14.1394, -1.8286, 0.1274], [9.4847, 0.0497, -13.2704], [5.0212, -10.7640, -4.6886], [-0.1368, 2.0505, 2.5820], [7.8141, -2.2799, 0.7530], [7.9772, 14.2982, 4.2237], [13.0669, -3.2830, 1.0313], [-9.2144, -0.6577, 9.2433], [-14.4020, 11.2730, -6.2817], [6.4317, -11.3853, -0.1950], [13.8110, -2.5730, 2.2448], [12.0497, -4.9065, 2.0875], [5.8687, -14.1055, 2.7348], [4.7312, -12.0737, -1.3668], [-1.5212, 4.4073, 2.4011], [-1.4213, 4.0345, 3.4279], [5.5627, -15.1836, 2.5376], [16.0412, -7.9720, -3.0217], [7.2901, -12.3135, 1.5176], [-13.8395, -6.1143, -8.9893], [-11.4735, 1.7891, 10.9669], [-12.3643, -7.4612, -10.9161], [-2.4453, 4.3613, 5.2062], [6.9848, -10.1674, -2.8465], [0.4289, -2.9341, -5.2686], [11.3229, -2.5939, 1.7142], [6.4626, -10.6184, 0.6052], [7.5601, -2.0541, -0.3975], [-8.1990, 11.2421, -5.4735], [5.5954, -13.4160, 1.5676], [-14.0962, -17.2587, 2.3823], [-18.2985, -8.0874, -10.9741], [6.6548, 14.4966, 1.9850], [16.2151, -3.3763, 0.6931], [10.6365, 13.2894, 5.5564], [8.7236, 13.3292, 1.6588], [-3.8056, 4.1655, 3.5080], [9.0253, 16.2903, 3.2655], [5.6366, 10.8404, -6.7269], [-10.1997, 12.5151, -8.1504], [-9.8874, -0.4306, 8.7626], [-12.5356, -6.5701, -10.2921], [4.3566, -13.6335, 0.8629], [-0.9428, -0.4550, -2.1581], [-16.4777, 11.7696, -6.1388], [7.0779, -13.6417, 0.4654], [-8.0210, -2.0272, 11.1817], [11.9104, -1.5318, 0.5986], [-2.4590, 5.6126, 4.1880], [-2.3396, 1.0185, 2.2308], [-0.1168, 2.4805, 1.5391], [13.8989, -1.4839, 2.1008], [6.5299, -9.1617, -2.4374], [-13.1705, 1.3704, 10.5474], [-0.9868, -1.3839, -2.6185], [-12.0903, 1.0179, 10.5140], [-16.7760, -7.8189, -12.1501], [6.5884, -12.6445, 0.8265], [9.0540, 14.3649, 5.3081], [-14.0780, -3.6389, 3.6814], [7.4976, -11.4155, -0.5766], [-12.0002, 0.9177, 9.4204], [9.8214, 14.7307, 1.4142], [8.4242, 14.9920, 2.8890], [-13.1510, -3.2774, 4.2442], [-17.4906, -9.2352, -10.9613], [-13.8002, -6.5534, -9.8635], [-16.8619, -7.6944, -9.9661], [-8.9354, -1.5551, 11.6331], [4.7283, -10.9767, -3.5593], [-0.8218, -0.1823, -5.6034], [6.7222, 16.1741, 2.5538], [-3.3638, 1.4514, -3.3605], [-1.4202, -2.2999, -2.2034], [7.8261, -10.3483, -2.0452], [-14.9734, -3.0276, 3.8389], [12.5727, 4.0629, -4.8277], [7.2649, 15.3687, 2.0800], [-2.2705, 2.1171, 5.2148], [-9.5169, 12.0479, -7.4908], [13.4079, -3.1278, -1.0943], [-12.8309, -0.8209, 11.9469], [4.2399, -13.4262, -0.2090], [-0.2561, 0.9520, 2.5298], [-3.4736, 2.2220, 2.9726], [8.5246, 16.8184, 4.0668], [-0.5275, 1.8477, 5.0817], [0.9056, 12.7931, 4.7334], [11.8239, -2.6355, 0.8053], [3.0903, 3.6885, -10.3837], [-2.6014, 4.5745, 4.2045], [-7.6261, 10.4206, -5.9376], [-14.7659, 12.2803, -6.3597], [4.6445, -10.5849, -0.5776], [-2.4433, 2.5274, 1.5299], [15.2500, -3.6521, 0.1396], [-1.7855, 0.6428, 4.3351], [-7.1083, 10.7078, -4.0759], [13.3264, -2.8395, 3.2120], [7.6242, 15.6499, 1.0887], [7.0273, -9.9867, -3.9722], [1.2407, 2.2867, -3.9282], [-0.5360, -2.8879, -4.7664], [-1.3955, 2.4931, 3.2940], [-1.0528, -2.3682, -5.6905], [1.0720, -12.8851, -9.5127], [-11.0862, -1.5272, 10.4651], [7.0688, 14.8541, 4.5378], [-0.6212, -1.6826, -4.1246], [8.6155, 13.8253, 6.1516], [15.4708, -4.6750, -0.5490], [7.6721, 13.3060, 3.8575], [-9.3998, -2.1990, 12.3191], [-13.5460, -0.1842, 12.4947], [12.8141, -4.5832, 1.3604], [1.3770, -1.7725, -2.5460], [-0.0831, 0.8910, -4.2427], [-4.6592, 4.5411, 3.7779], [9.0937, 16.9579, 2.4212], [-6.3618, 10.9168, -4.6694], [12.6805, -5.1774, 0.4593], [5.0996, -13.8077, 3.6676], [-13.0043, -1.9468, 12.0144], [-8.2396, -0.6679, 8.6559], [0.7621, 2.1792, 3.1305], [-17.2689, -8.1339, -10.8587], [3.9585, -12.7956, 1.4311], [-2.5294, 2.0373, 2.4608], [3.6086, -14.4014, 1.1843], [-15.9510, 12.6358, -6.1606], [13.7634, -4.8200, 1.7764], [14.8250, -3.0043, 2.0790], [-2.8394, -6.9196, -2.6878], [2.0382, 0.7153, -3.6894], [11.2128, -3.0759, 0.0343], [10.0545, 16.0700, 3.5950], [1.0797, 1.2713, -4.0172], [-11.8000, -13.2686, -2.4407], [13.9696, -2.9030, -0.0792]], "mulliken_charge": [0.39, 0.06, 0.34, -0.31, 0.63, -0.63, 0.35, -0.08, 0.43, -0.82, 0.20, -0.47, 0.31, -0.78, 0.54, -0.04, 0.34, 0.47, 0.46, -0.06, 0.35, 0.27, 0.07, -0.32, 0.23, 0.48, 0.02, 0.26, -0.02, 0.26, 0.33, 0.03, 0.35, -0.88, 0.10, -0.52, -0.25, -1.22, 0.23, -0.41, -0.74, 0.31, -1.18, -0.13, 0.36, -0.42, 0.39, -0.05, 0.54, 0.17, 0.27, 0.29, 0.45, -1.08, 0.33, 0.53, 0.41, -0.15, -0.19, 0.76, 0.06, 0.36, 0.42, 0.42, 0.32, 0.36, -0.50, -0.99, 0.05, 0.36, 0.52, -0.36, -0.99, 0.49, 0.26, 0.41, 0.26, 0.33, 0.45, 0.48, 0.36, 0.36, 0.35, 0.39, -0.66, -1.07, 0.48, -1.10, -0.51, -0.30, 0.17, 0.30, 0.40, -0.15, 0.22, 0.33, -0.33, 0.35, -0.90, -1.24, 0.53, 0.41, -0.19, 0.26, 0.27, 0.26, 0.04, -0.97, 0.33, -0.31, 0.37, -0.68, 0.19, 0.42, 0.41, 0.37, 0.39, -0.09, -1.21, -0.03, -0.73, 0.22, -0.45, 0.54, 0.45, -0.31, 0.34, -0.30, 0.34, 0.41, 0.35, 0.38, -0.74, -0.04, 0.35, 0.24, 0.58, 0.37, 0.20, 0.46, -0.41, 0.40, 0.31, 0.31, -0.84, -0.24, -0.71, 0.31, 0.40, 0.26, 0.40, 0.38, 0.26, 0.25, 0.37, -0.63, 0.43, -1.13, 0.41, -0.47, 0.46, 0.38, -0.22, 0.13, 0.46, 0.43, -0.78, -0.06, 0.00], "lumo_ha": -0.399, "homo_ev": -11.481, "homo_lumo_gap_ha": 0.0231, "total_charge": 6}